1.
This record from the Open Molecules 2025 dataset describes C34H44N2O9P4SbW as an isolated structure at a distorted geometry. The level of theory is wB97M-V/def2-TZVPD.

Positions of all 95 atoms, in Å:
1 W 0.337 1.757 -0.569
2 O 2.209 2.221 2.937
3 P 0.910 2.647 2.149
4 O -0.138 3.277 2.924
5 O 0.589 1.320 1.297
6 O 1.607 3.605 0.996
7 P 1.323 4.525 -0.371
8 O 2.806 5.036 -0.566
9 O 0.324 5.573 -0.296
10 O 1.200 3.350 -1.432
11 H 2.131 2.440 3.877
12 H 2.848 6.001 -0.508
13 C -0.285 2.412 -4.623
14 C -0.524 2.183 -3.169
15 N 0.193 1.123 -2.496
16 O 1.512 0.969 -3.037
17 C -1.393 2.857 -2.399
18 C -2.210 4.062 -2.699
19 N -1.507 2.278 -1.079
20 O -0.902 3.059 -0.004
21 H -0.389 1.482 -5.189
22 H 0.718 2.807 -4.796
23 H -1.001 3.120 -5.027
24 H 1.399 0.669 -3.950
25 H -1.987 4.464 -3.684
26 H -1.980 4.831 -1.957
27 H -3.278 3.850 -2.632
28 C -1.605 -1.786 -2.164
29 C -2.404 -0.514 -1.867
30 P -2.113 -0.220 -0.031
31 C -2.773 0.453 1.598
32 C -2.922 1.819 1.824
33 C -3.389 2.303 3.037
34 C -3.726 1.425 4.048
35 C -3.601 0.062 3.830
36 C -3.151 -0.430 2.617
37 C -3.184 -1.826 0.198
38 C -4.539 -1.470 0.160
39 C -5.545 -2.416 0.228
40 C -5.228 -3.762 0.344
41 C -3.899 -4.137 0.374
42 C -2.892 -3.180 0.293
43 C -0.083 -1.873 -1.979
44 P 1.010 -1.390 -0.536
45 C 1.908 -3.029 -0.308
46 C 1.104 -4.169 -0.273
47 C 1.644 -5.410 0.014
48 C 3.000 -5.538 0.281
49 C 3.805 -4.412 0.253
50 C 3.260 -3.168 -0.039
51 C 0.694 -1.484 1.301
52 C -0.349 -1.988 2.052
53 C -0.270 -2.052 3.439
54 C 0.859 -1.611 4.102
55 C 1.924 -1.113 3.361
56 C 1.837 -1.056 1.984
57 H -1.774 -1.957 -3.234
58 H -2.059 -2.631 -1.657
59 H -3.462 -0.642 -2.084
60 H -2.037 0.325 -2.454
61 H -2.678 2.528 1.059
62 H -3.477 3.371 3.181
63 H -4.085 1.792 5.000
64 H -3.868 -0.640 4.608
65 H -3.082 -1.498 2.502
66 H -4.817 -0.424 0.085
67 H -6.578 -2.097 0.197
68 H -6.011 -4.506 0.406
69 H -3.629 -5.182 0.457
70 H -1.871 -3.537 0.310
71 H 0.386 -1.231 -2.729
72 H 0.201 -2.895 -2.225
73 H 0.037 -4.097 -0.449
74 H 1.000 -6.279 0.039
75 H 3.422 -6.507 0.509
76 H 4.863 -4.493 0.462
77 H 3.907 -2.307 -0.040
78 H -1.240 -2.343 1.578
79 H -1.105 -2.453 3.998
80 H 0.917 -1.660 5.180
81 H 2.825 -0.775 3.854
82 H 2.693 -0.679 1.427
83 C 4.033 2.692 -2.268
84 Sb 3.315 1.492 -0.663
85 C 4.503 -0.167 -1.244
86 C 4.599 2.271 0.830
87 H 4.860 3.297 -1.897
88 H 3.268 3.341 -2.679
89 H 4.388 2.015 -3.042
90 H 5.299 0.253 -1.853
91 H 3.940 -0.899 -1.815
92 H 4.950 -0.642 -0.375
93 H 5.599 2.207 0.403
94 H 4.545 1.700 1.754
95 H 4.331 3.306 1.030

Cartesian forces (eV/Å) of the 6 atoms listed first:
0.373 -1.274 0.100
0.018 -0.013 0.134
0.395 0.167 -0.354
-0.121 -0.109 -0.011
0.187 0.970 0.343
-0.744 -0.204 -0.201

DFT total energy: -102892.07447 eV
Molar mass: 1054.2 g mol⁻¹
Orbital gap: 0.220 hartree
HOMO: -10.507 eV
Total charge: +1

2.
This record from the Open Molecules 2025 dataset describes C34H44N4OTb as an isolated structure at a distorted geometry. The level of theory is wB97M-V/def2-TZVPD.

Positions of all 84 atoms, in Å:
1 Tb -0.058 0.186 0.479
2 N 3.344 -0.741 3.958
3 N -0.311 3.260 1.139
4 C -1.962 -1.704 0.077
5 C -1.757 -1.639 1.492
6 C -0.553 -2.342 1.785
7 C -0.062 -2.746 3.087
8 H -0.707 -2.428 3.905
9 H 0.988 -2.034 3.369
10 H 0.271 -3.777 3.165
11 C 0.036 -2.741 0.556
12 C 1.269 -3.559 0.456
13 H 1.060 -4.640 0.554
14 H 1.998 -3.310 1.242
15 H 1.780 -3.420 -0.505
16 C -0.849 -2.397 -0.491
17 C -0.658 -2.818 -1.903
18 H 0.325 -2.480 -2.265
19 H -1.419 -2.393 -2.569
20 H -0.681 -3.916 -2.042
21 C -2.648 -1.015 2.508
22 H -3.441 -1.700 2.854
23 H -3.160 -0.116 2.127
24 H -2.081 -0.699 3.397
25 C -3.139 -1.159 -0.661
26 H -2.862 -0.826 -1.673
27 H -3.566 -0.288 -0.142
28 H -3.968 -1.882 -0.780
29 C 4.576 -0.598 3.569
30 H 5.272 -1.380 3.840
31 C 5.039 0.542 2.887
32 H 6.119 0.721 2.796
33 C 4.045 1.440 2.457
34 H 4.357 2.372 1.956
35 C 2.666 1.141 2.611
36 H 1.851 1.817 2.228
37 C 2.345 -0.194 3.190
38 C 1.123 -0.751 3.751
39 H 0.496 0.142 3.235
40 C -1.201 2.509 0.330
41 C -1.194 3.468 2.305
42 H -0.953 3.503 3.426
43 C -2.361 3.922 1.805
44 H -3.055 4.725 2.068
45 N -2.394 3.238 0.420
46 C -3.366 3.069 -0.548
47 C -4.694 2.905 -0.084
48 C -5.640 2.573 -1.061
49 H -6.645 2.539 -0.708
50 C -5.257 2.290 -2.359
51 C -6.307 2.087 -3.381
52 H -5.986 1.395 -4.160
53 H -6.579 3.024 -3.883
54 H -7.229 1.695 -2.943
55 C -3.919 2.157 -2.707
56 H -3.614 1.799 -3.661
57 C -2.918 2.521 -1.801
58 C -1.473 2.262 -2.149
59 H -0.709 2.836 -1.569
60 H -1.332 2.528 -3.201
61 H -1.219 1.179 -2.096
62 C -4.969 2.911 1.386
63 H -4.642 3.820 1.911
64 H -4.520 2.038 1.899
65 H -6.046 2.845 1.472
66 O 1.660 -0.107 -0.801
67 C 2.840 -0.372 -1.285
68 C 3.958 -0.867 -0.413
69 C 4.567 -2.212 -0.831
70 C 5.655 -2.065 -1.897
71 C 5.077 -1.636 -3.238
72 C 4.477 -0.239 -3.205
73 N 3.116 -0.185 -2.568
74 H 4.748 -0.095 -0.413
75 H 3.560 -0.913 0.607
76 H 5.003 -2.696 0.054
77 H 3.782 -2.890 -1.189
78 H 6.401 -1.335 -1.557
79 H 6.179 -3.020 -2.017
80 H 5.870 -1.672 -4.000
81 H 4.312 -2.350 -3.563
82 H 5.156 0.448 -2.677
83 H 4.391 0.141 -4.227
84 H 2.393 0.296 -3.131

Cartesian forces (eV/Å) of the 6 atoms listed first:
-1.065 -0.135 1.617
1.024 -2.318 -1.645
-1.112 -6.133 2.608
0.495 -0.444 0.232
0.347 -0.560 -0.586
-0.481 -0.161 -1.053

DFT total energy: -66404.99845 eV
Molar mass: 683.7 g mol⁻¹
Orbital gap (spin up / spin down): 0.167 / 0.153 hartree
HOMO (spin up / spin down): -2.585 / -2.211 eV
Spin multiplicity: 7
Total charge: -1